P.
The molecule C4H10N2S. Source: OMol25; level of theory: the ωB97M-V functional and the def2-TZVPD basis.

Each line ends with the Mulliken charge.
Element x y z (Å)
1 C -2.4001 -0.6585 -0.0153  -0.014
2 C -1.1293 -1.0493 -0.1682  -0.593
3 C 2.7029 0.4155 -0.0851  -1.210
4 C 1.6171 -0.6422 -0.1156  -0.476
5 N -2.8180 0.6192 -0.2421  -0.449
6 N -0.1839 1.4792 0.2215  -0.758
7 S 0.0443 0.2147 -0.6706  0.257
8 H -3.1677 -1.3711 0.2614  0.345
9 H -2.0816 1.3215 -0.2381  0.318
10 H -0.7820 -2.0597 -0.0661  0.366
11 H 2.4042 1.2278 0.5753  0.376
12 H 3.6450 0.0023 0.2671  0.358
13 H 2.8500 0.8339 -1.0787  0.313
14 H 1.4557 -1.0822 0.8667  0.375
15 H 1.8201 -1.4170 -0.8509  0.367
16 H -3.7175 0.8817 0.1239  0.229
17 H -0.2593 1.2842 1.2147  0.197

Values from the calculation:
Total charge: 0
2S+1: 1
HOMO-LUMO gap, Eh: 0.3417

Q.
A structure of composition C4H10N2S. Source: OMol25; level of theory: the ωB97M-V functional and the def2-TZVPD basis.

Each line ends with the Mulliken charge.
Element x y z (Å)
1 C 0.1754 1.2229 0.3790  0.160
2 C -1.3272 1.0372 0.2004  -0.977
3 C -1.2818 -0.4899 0.4148  0.239
4 C 0.1636 -0.2712 -0.1830  -0.667
5 H 1.2042 2.8998 0.0314  0.261
6 H 1.9608 1.4941 -0.2709  0.264
7 H 0.3957 1.2025 1.4464  0.402
8 H -1.5608 0.8762 -1.0713  0.302
9 H -1.8276 1.9964 0.7475  0.282
10 H -1.7326 -0.9705 1.4891  0.309
11 H -3.2766 -0.5699 -0.2944  0.243
12 H -2.2875 -1.8889 -0.1580  0.296
13 H -0.1053 -0.0081 -1.2274  0.313
14 H 2.6511 -1.4406 -1.3399  0.151
15 N 1.1111 2.0016 -0.4495  -0.673
16 N -2.3218 -0.9422 -0.5066  -0.669
17 S 1.6671 -1.2500 0.1545  -0.236

Values from the calculation:
Total charge: 0
2S+1: 1
HOMO-LUMO gap, Eh: 0.3252

R.
The molecule C4H10N2S. Source: OMol25; level of theory: the ωB97M-V functional and the def2-TZVPD basis.

Each line ends with the Mulliken charge.
Element x y z (Å)
1 N 1.0720 1.6497 -0.5837  -0.555
2 C 1.0199 0.8746 0.6601  -0.204
3 C 1.6088 -0.5288 0.5837  -0.193
4 N 2.0374 -1.0610 -0.6356  -0.576
5 C 0.0986 -0.2950 0.7622  0.010
6 C -0.8018 -0.7084 -0.4072  -0.844
7 S -2.4908 0.1042 -0.1114  -0.248
8 H 1.7990 1.1694 -1.0775  0.241
9 H 1.3539 2.6224 -0.5054  0.237
10 H 1.2577 1.3289 1.6252  0.285
11 H 2.0820 -0.8296 1.5371  0.294
12 H 1.9042 -2.0714 -0.7569  0.211
13 H 2.9867 -0.8059 -0.7687  0.194
14 H -0.4166 -0.5243 1.7330  0.288
15 H -0.8853 -1.7876 -0.5096  0.387
16 H -0.4522 -0.2062 -1.2868  0.362
17 H -3.0948 -0.7382 0.7349  0.111

Values from the calculation:
Total charge: 0
2S+1: 1
SMILES: N[C@@H]1[C@H](N)[C@@H]1CS
HOMO-LUMO gap, Eh: 0.3472

Verdict on stability: R comes out on top.

P.
A cluster of 2 separate species, C4H10N2S in total. Source: OMol25; level of theory: the ωB97M-V functional and the def2-TZVPD basis.

Each line ends with the Mulliken charge.
Element x y z (Å)
1 C 1.2853 -1.7880 -2.0603  -0.363
2 N 0.1383 -1.8148 -1.6289  0.066
3 S -1.2521 -2.4708 -2.3072  -0.365
4 H 2.0527 -1.4134 -1.4503  0.260
5 H 1.6113 -2.3575 -2.9769  0.267
6 H 0.0119 -1.2104 -0.8064  0.351
7 C -1.8985 0.9546 -0.1286  -0.828
8 C -1.0047 0.4121 0.9757  0.050
9 N 0.0428 -0.3259 0.8684  -0.434
10 C 0.8395 -0.5836 2.0220  -0.995
11 H -1.5277 1.9363 -0.4565  0.255
12 H -2.9249 0.8752 0.1653  0.320
13 H -1.8619 0.1661 -1.0070  0.113
14 H -1.2585 0.7733 1.9912  0.308
15 H 1.3153 -1.5674 2.0020  0.308
16 H 1.6547 0.1004 1.8314  0.345
17 H 0.4346 -0.3695 2.9817  0.343

Values from the calculation:
Total charge: 0
2S+1: 1
SMILES: C=[NH+][S-].C/C=N/C
HOMO-LUMO gap, Eh: 0.3111

Q.
The molecule C4H10N2S. Source: OMol25; level of theory: the ωB97M-V functional and the def2-TZVPD basis.

Each line ends with the Mulliken charge.
Element x y z (Å)
1 C -1.4311 -1.6015 -0.5625  -1.052
2 C -0.4914 -0.4432 -0.3492  0.835
3 N -0.0623 0.1625 -1.3934  -0.578
4 S 0.9377 1.5294 -1.3069  -0.164
5 N -0.1110 -0.0948 0.9663  -0.079
6 C 1.2373 -0.5244 1.3196  -0.963
7 C -1.0625 -0.3852 2.0189  -1.069
8 H -1.5227 -1.8294 -1.6273  0.370
9 H -2.4413 -1.4101 -0.1632  0.266
10 H -1.0697 -2.5405 -0.0334  0.269
11 H 0.8193 1.8161 -0.0003  0.153
12 H 1.5642 -0.0015 2.2311  0.332
13 H 1.2860 -1.6116 1.5310  0.336
14 H 1.9533 -0.2833 0.4860  0.310
15 H -2.0302 -0.0076 1.7693  0.375
16 H -1.1411 -1.4601 2.2044  0.368
17 H -0.7215 0.1095 2.9416  0.292

Values from the calculation:
Total charge: 0
2S+1: 1
SMILES: C/C(=N/S)N(C)C
HOMO-LUMO gap, Eh: 0.3362

Verdict on stability: Q comes out on top.